115
Properties=species:S:1:pos:R:3:forces:R:3:lowdin_charge:R:1 method="wB97M-V/def2-TZVPD" orbital_gap_ha=0.2438 e_above_lowest_kcal_mol=131.80 e_tot_ha=-7723.58837 spin_multiplicity=1 e_lumo_ha=-0.00647
Ba -0.006229 -0.403439 -1.529986 -6.1 1.3 5.2 1.871
C -1.643356 6.143381 1.243998 -0.1 -0.1 0.2 -0.074
C -2.195049 5.397962 2.288151 0.1 0.1 -0.1 -0.073
C -1.650083 4.175007 2.636997 -0.4 0.2 0.2 -0.065
C -0.574979 3.696866 1.915152 0.8 -1.5 0.5 -0.263
C -0.019364 4.413444 0.880346 0.2 0.3 -0.4 -0.041
C -0.548717 5.661615 0.550368 0.1 -0.4 0.1 -0.075
N 0.085827 2.405710 2.236758 -1.2 0.4 1.7 0.097
N -0.252132 1.970102 3.372142 1.7 -0.5 -1.7 0.086
C 0.456115 0.679989 3.690320 -1.3 2.3 -0.1 -0.316
C 0.998020 0.588617 4.954431 0.4 0.0 0.6 -0.024
C 1.556635 -0.618483 5.334332 -0.1 0.0 -0.2 -0.060
C 1.483796 -1.681397 4.433409 0.0 0.2 0.1 -0.068
C 0.883520 -1.454227 3.208992 0.0 0.0 -0.2 -0.147
N 0.391417 -0.273196 2.819812 0.1 -1.0 -0.6 0.145
H -2.075531 7.097022 0.975984 0.0 0.1 0.0 0.104
H -3.048924 5.778942 2.830733 0.0 0.0 0.0 0.104
H -2.056990 3.587437 3.450073 0.0 0.0 -0.1 0.106
H 0.839798 4.005381 0.353619 -0.2 0.0 0.0 0.112
H -0.107630 6.239212 -0.244983 0.0 0.1 -0.2 0.100
H 0.985445 1.452743 5.604280 0.0 0.0 0.0 0.111
H 2.001817 -0.738057 6.314255 0.0 0.0 0.0 0.107
H 1.860820 -2.665063 4.679494 0.0 0.0 0.0 0.098
H 0.769929 -2.257003 2.497479 0.0 -0.1 -0.1 0.088
O 3.888091 -2.588365 -0.879658 0.6 0.1 1.3 -0.416
S 2.762789 -2.152637 -1.794797 -0.2 0.8 1.4 0.594
O 2.483272 -3.232959 -2.668985 -0.4 0.2 -0.3 -0.222
O 1.691812 -1.633277 -0.856563 4.5 -3.1 -0.6 -0.727
C 3.548427 -0.721065 -2.653686 -0.9 -0.6 -0.5 -0.173
C 4.864821 -0.488280 -2.298452 -0.1 0.4 -0.4 -0.046
C 5.583817 0.467434 -3.013180 0.2 0.0 0.2 -0.052
C 5.016393 1.148083 -4.070793 0.0 0.1 -0.1 -0.047
C 3.688515 0.933914 -4.426461 0.2 -0.2 0.2 -0.036
C 2.946272 0.005266 -3.729827 0.3 -0.8 0.9 -0.217
S 1.190249 0.001166 -4.020023 0.9 -0.3 -0.4 0.418
O 0.726422 -1.313359 -3.483694 1.1 0.6 -2.9 -0.597
O 0.901901 0.261705 -5.383979 0.1 0.0 -0.6 -0.244
O 0.805746 1.092896 -3.087865 0.6 0.8 -2.2 -0.632
H 5.331388 -1.045342 -1.503569 0.0 0.0 0.0 0.104
H 6.608292 0.671308 -2.730563 0.0 0.0 0.0 0.112
H 5.608929 1.861182 -4.627870 0.0 0.0 0.0 0.114
H 3.225060 1.478558 -5.236395 0.0 0.0 0.0 0.126
C -1.355907 6.483732 -3.593079 -0.1 -0.1 0.0 -0.097
C -0.271386 5.642177 -3.407796 0.0 -0.1 0.1 -0.097
C -0.455708 4.371099 -2.862839 0.2 0.1 -0.1 -0.125
C -1.727214 3.935392 -2.514891 0.0 0.2 0.0 -0.375
C -2.815243 4.776367 -2.729690 0.0 0.1 0.1 -0.089
C -2.633263 6.044489 -3.255693 0.1 0.0 0.0 -0.080
As -1.977269 2.120333 -1.833864 0.0 0.4 -0.8 1.278
C -3.691532 2.258924 -1.025845 -0.1 -0.1 0.5 -0.368
C -3.926993 2.494650 0.320724 0.0 0.1 0.1 -0.075
C -5.228374 2.446474 0.800051 0.0 0.0 -0.1 -0.072
C -6.273542 2.119268 -0.060996 0.1 0.0 0.0 -0.079
C -6.024144 1.836954 -1.397368 0.0 0.1 0.1 -0.037
C -4.723976 1.907156 -1.885916 -0.2 -0.2 -0.5 -0.205
C -4.303172 1.595031 -3.280862 -0.3 0.0 0.4 -0.193
C -5.157939 1.358726 -4.350212 0.0 0.0 -0.1 -0.025
C -4.634038 1.121036 -5.613162 0.2 0.0 0.1 -0.077
C -3.255385 1.119117 -5.811391 -0.1 0.0 0.1 -0.075
C -2.396083 1.352522 -4.745018 0.1 -0.1 0.0 -0.076
C -2.927180 1.579337 -3.484967 0.4 0.1 0.4 -0.283
H -1.213679 7.474653 -4.003099 0.0 0.0 0.0 0.098
H 0.722910 5.971529 -3.680288 0.0 0.0 0.0 0.099
H 0.404477 3.717973 -2.729859 -0.1 0.0 0.0 0.088
H -3.814555 4.443712 -2.478090 0.0 0.0 0.0 0.103
H -3.487448 6.691624 -3.404454 0.0 0.0 0.0 0.101
H -3.102725 2.696656 1.004129 -0.2 0.0 -0.2 0.087
H -5.426228 2.645020 1.844288 0.0 0.0 0.0 0.101
H -7.284784 2.060212 0.318229 0.0 0.0 0.0 0.102
H -6.838169 1.541901 -2.047049 0.0 0.0 0.0 0.106
H -6.230919 1.374567 -4.205623 0.0 0.0 0.0 0.104
H -5.301233 0.948337 -6.446446 0.0 0.0 0.0 0.100
H -2.846759 0.946410 -6.797456 0.0 0.0 0.0 0.103
H -1.325034 1.360830 -4.921442 -0.1 0.0 0.1 0.084
C 5.168150 -2.996191 5.526795 0.0 0.0 0.1 -0.103
C 5.109685 -3.431974 4.070698 0.0 0.1 -0.1 -0.286
C 5.623089 -2.346052 3.129373 -0.1 -0.1 -0.2 -0.275
C 5.501319 -2.700148 1.630604 1.1 0.0 0.4 -0.301
Ge 3.702191 -2.657944 1.071505 -0.4 0.6 -1.1 0.969
C 2.544373 -4.135265 1.315796 -0.5 -0.9 -0.3 -0.288
C 2.753238 -5.308267 0.328524 0.0 0.2 0.0 -0.248
C 4.131325 -5.960418 0.379899 -0.1 0.0 0.2 -0.261
C 4.429116 -6.614823 1.725315 0.1 -0.1 0.0 -0.098
H 4.845363 -3.788501 6.200576 0.0 -0.1 0.0 0.074
H 4.524756 -2.131244 5.699106 0.0 0.0 0.0 0.063
H 6.183119 -2.715554 5.811472 0.0 0.0 0.0 0.077
H 4.076188 -3.681443 3.813182 0.0 -0.1 0.0 0.072
H 5.695159 -4.342301 3.923206 0.0 0.0 0.0 0.108
H 6.671242 -2.147406 3.360046 0.0 0.1 0.0 0.114
H 5.065445 -1.425001 3.330319 0.1 0.1 0.0 0.103
H 5.975624 -3.655324 1.406722 0.0 -0.1 0.1 0.073
H 6.012796 -1.946710 1.026800 0.1 0.0 0.0 0.072
H 3.143874 -1.290919 1.433357 -0.1 0.1 0.0 0.028
H 1.536823 -3.746790 1.175209 -0.1 -0.1 0.1 0.061
H 2.639588 -4.476306 2.349072 -0.1 0.0 0.0 0.065
H 2.573967 -4.955514 -0.690202 -0.1 0.0 0.1 0.090
H 1.992008 -6.061803 0.543709 0.0 0.0 0.0 0.117
H 4.897178 -5.212525 0.156047 0.1 0.0 -0.1 0.086
H 4.191355 -6.706053 -0.413637 0.0 0.0 0.0 0.112
H 4.591047 -5.878197 2.512429 0.0 0.1 0.0 0.043
H 5.325192 -7.234332 1.679699 0.0 0.0 0.0 0.074
H 3.602174 -7.255772 2.037260 0.0 0.0 0.0 0.081
C -2.368662 -1.032622 -0.339102 -0.7 -0.3 0.2 -0.271
C -3.394829 -1.466544 0.186812 0.2 0.2 0.0 -0.240
C -4.617766 -1.925843 0.789708 0.0 0.0 -0.1 -0.279
C -5.854877 -1.571917 0.238643 0.0 0.0 -0.1 -0.049
C -7.041669 -2.029772 0.789231 0.1 0.0 0.0 -0.098
C -7.027424 -2.851486 1.908756 0.1 0.0 0.0 -0.113
C -5.807715 -3.204684 2.472227 0.0 0.0 0.0 -0.103
C -4.620092 -2.747749 1.921301 0.0 0.0 0.0 -0.055
H -5.865966 -0.929266 -0.632727 0.0 0.0 0.0 0.099
H -7.984252 -1.745926 0.338931 0.0 0.0 0.0 0.095
H -7.953663 -3.209675 2.337055 0.0 0.0 0.0 0.092
H -5.782196 -3.843570 3.345904 0.0 0.0 0.0 0.094
H -3.670174 -3.023224 2.360601 0.0 0.0 0.0 0.104

=====

14
Properties=species:S:1:pos:R:3:forces:R:3:mulliken_spin:R:1 method="wB97M-V/def2-TZVPD" orbital_gap_ha="0.1672 / 0.2206" charge=-1 e_tot_ha=-1323.66461 spin_multiplicity=2 e_lumo_ha="0.11843 / 0.11639"
O 0.481150 2.037753 -2.603193 0.8 1.6 -2.6 -0.016
C 1.427185 2.900071 -2.148204 0.7 0.3 0.1 0.696
O 1.660581 2.773760 -0.814945 2.7 3.6 -2.1 -0.004
Pb 0.384135 1.190286 -0.749109 -0.6 1.3 2.1 0.290
H -2.264361 -0.332568 -0.476698 0.8 -0.3 0.5 0.010
N -1.295651 -0.125015 -0.169403 -3.6 -3.5 0.9 -0.022
S -0.414066 -1.341531 0.257800 0.5 -0.7 -1.0 0.000
O -0.678215 -2.662458 -0.307912 0.2 1.2 0.6 0.001
O 0.979493 -0.793080 0.137295 -1.1 -3.8 1.4 -0.029
C -0.607168 -1.626881 2.091978 0.3 0.3 -1.1 -0.011
F -1.849507 -2.017542 2.340397 -0.5 -0.2 0.3 0.001
F -0.359091 -0.512828 2.759526 0.0 0.3 0.4 0.000
F 0.231097 -2.570623 2.492919 0.2 -0.3 0.3 0.000
H 2.304419 3.080655 -2.810451 -0.4 0.0 0.3 0.086

=====

47
Properties=species:S:1:pos:R:3:forces:R:3:lowdin_charge:R:1 method="wB97M-V/def2-TZVPD" smiles=CCCN(CCc1cccs1)[C@H]1CCc2c(O)cccc2C1 orbital_gap_ha=0.3124 e_above_lowest_kcal_mol=5.26 e_tot_ha=-1267.17987 spin_multiplicity=1 e_lumo_ha=0.02618
C 3.694369 2.809476 -1.019819 -0.2 0.1 0.0 -0.112
C 2.214356 3.031512 -1.299361 0.1 -0.2 -0.2 -0.235
H 1.741417 3.446738 -0.409960 -0.1 0.1 0.0 0.090
H 2.096408 3.753149 -2.111364 -0.1 0.1 0.0 0.104
C 1.495950 1.733461 -1.701267 0.0 0.4 0.2 -0.192
N 1.583867 0.709271 -0.681939 0.0 0.0 -0.1 -0.140
C 2.384273 -0.441103 -0.997642 0.0 -0.2 -0.3 -0.200
H 3.325349 -0.078657 -1.419903 0.0 -0.1 0.1 0.113
C 1.799053 -1.475918 -1.995224 0.3 0.2 0.2 -0.173
C 0.740055 -2.357260 -1.431858 0.0 -0.2 0.2 -0.543
C -0.433837 -2.730895 -2.011273 0.3 0.0 0.0 -0.159
C -1.210202 -3.595331 -1.205190 -0.1 -0.2 0.2 -0.197
C -0.614030 -3.875578 -0.022233 0.3 0.0 0.1 -0.407
S 0.910615 -3.094556 0.131347 -0.4 0.0 -0.5 1.041
H -0.969380 -4.489510 0.780698 -0.1 -0.1 0.1 0.060
H -2.168794 -3.984873 -1.498163 -0.2 -0.1 0.0 0.101
H -0.740209 -2.398432 -2.988478 0.0 0.1 -0.2 0.114
H 2.633461 -2.099249 -2.333386 0.0 0.0 -0.1 0.116
H 1.395121 -0.958286 -2.868693 0.0 0.0 0.0 0.115
H 2.619625 -0.964354 -0.065497 0.1 0.0 0.0 0.103
C 0.468819 0.515755 0.219182 -0.1 0.3 0.1 -0.305
C -0.915909 0.342271 -0.424233 0.3 0.0 0.0 -0.081
C -1.917473 -0.037152 0.626968 -0.2 0.0 0.0 -0.155
C -1.744422 0.383165 1.939979 -0.1 0.0 0.4 -0.104
C -2.695974 0.017595 2.897582 -0.2 -0.2 -0.3 -0.268
C -3.797474 -0.747678 2.547135 0.0 0.0 0.2 -0.034
C -3.956724 -1.163423 1.236840 0.0 0.0 0.0 -0.085
C -3.022083 -0.809977 0.285122 -0.1 0.0 -0.1 -0.051
H -3.141460 -1.137192 -0.737155 0.0 0.0 -0.1 0.107
H -4.811233 -1.765205 0.965459 -0.1 -0.1 0.0 0.101
H -4.524102 -1.020499 3.301803 -0.1 0.0 0.1 0.108
O -2.497954 0.438442 4.182820 0.1 0.0 0.1 0.055
H -3.223210 0.123723 4.735278 0.1 0.0 -0.1 0.106
C -0.551580 1.179353 2.393099 0.0 0.2 0.0 -0.121
C 0.336376 1.647992 1.243622 0.0 -0.3 0.1 -0.131
H -0.104054 2.525350 0.766966 0.0 0.1 -0.1 0.117
H 1.320230 1.923828 1.624647 0.0 0.0 0.0 0.119
H -0.898076 2.030792 2.984160 0.1 0.0 0.1 0.121
H 0.029121 0.546648 3.072043 0.0 0.1 0.0 0.129
H -0.895514 -0.416566 -1.206050 0.0 0.1 0.1 0.098
H -1.233313 1.283878 -0.883298 0.0 0.0 0.0 0.123
H 0.689863 -0.399695 0.777791 0.0 0.1 0.0 0.122
H 1.950104 1.363570 -2.625869 -0.1 0.0 0.0 0.119
H 0.451965 1.972948 -1.927920 0.0 -0.1 -0.1 0.110
H 4.172304 3.743085 -0.731547 0.1 0.0 0.0 0.067
H 4.199458 2.425625 -1.904052 0.1 -0.1 -0.1 0.069
H 3.814847 2.093760 -0.211168 0.1 -0.1 0.1 0.065

=====

6
Properties=species:S:1:pos:R:3:forces:R:3:lowdin_charge:R:1 method="wB97M-V/def2-TZVPD" smiles=O.O orbital_gap_ha=0.4264 e_above_lowest_kcal_mol=1.89 e_tot_ha=-152.87193 spin_multiplicity=1 e_lumo_ha=0.02526
O 0.994890 -7.295540 -30.333730 0.0 0.2 0.0 -0.036
H 1.498840 -8.107350 -30.276860 0.2 -0.2 -0.1 0.046
H 0.528190 -7.243870 -29.499610 -0.2 0.0 0.2 0.047
O 0.731680 -4.927650 -31.965760 -0.2 0.3 -0.2 -0.062
H 0.942080 -5.472050 -31.207080 0.1 -0.5 0.2 -0.020
H 1.505270 -4.377390 -32.088230 0.1 0.2 -0.1 0.026

=====

no.,molecular weight (g mol⁻¹)
1,1149.97
2,400.30
3,315.48
4,36.03